Record 1
Entry from the OMol25 dataset: a 4-piece molecular cluster, BrH6O3 overall (wB97M-V/def2-TZVPD).

Geometry as XYZ:
```
10
Properties=species:S:1:pos:R:3:forces:R:3:lowdin_charge:R:1
H 1.2749 -0.1240 1.1786 0.123 -0.339 0.152 -0.129
O -2.2008 -0.7100 1.8785 -0.060 -0.136 -0.066 -0.136
O 0.8143 0.5657 -3.3664 -0.429 -0.088 0.086 -0.152
O 1.7178 -0.8292 1.7050 -0.041 0.265 -0.094 -0.149
H 0.7230 1.4428 -3.7482 -0.006 0.014 0.109 0.007
Br -0.1928 1.1797 -0.2159 -0.148 -0.045 0.019 -0.239
H 0.2536 0.6008 -2.5568 0.537 0.062 -0.180 -0.123
H -1.7176 -0.3875 1.0954 0.010 0.153 0.110 -0.104
H 1.2450 -1.6280 1.4555 -0.079 0.084 -0.039 0.010
H -1.9174 -0.1104 2.5744 0.093 0.030 -0.096 0.015
```
Positions in Å, forces in eV/Å.

total charge: -1
LUMO energy: 3.92 eV
frontier orbital gap: 8.79 eV
energy above the lowest of the compared OMol25 structures with the same formula, charge and spin: 0.013 eV
calculated total energy: -76285.71991 eV

***

Record 2
Entry from the OMol25 dataset: one molecule with the formula C2H3NO2S at a distorted geometry (wB97M-V/def2-TZVPD).

Geometry as XYZ:
```
9
Properties=species:S:1:pos:R:3:forces:R:3:lowdin_charge:R:1
S -2.3338 -0.3300 -0.3314 2.110 1.901 1.313 0.508
C 2.0683 -0.5648 -0.0860 1.875 4.503 -2.384 -0.066
O 0.8377 -0.5912 0.8331 3.645 0.483 -3.363 -0.038
N 0.2181 0.5559 0.5123 -2.383 5.836 0.030 -0.183
H 0.7961 1.5287 0.5336 -1.337 -3.541 0.311 0.209
H 2.4457 -1.5384 -0.1387 0.401 -1.669 0.370 0.110
C -1.1347 0.7743 0.1897 1.138 -0.872 -1.108 -0.655
O 2.6809 0.3678 -0.7610 -4.948 -4.733 4.714 0.023
H -1.1778 1.9284 0.1217 -0.500 -1.908 0.116 0.092
```
Positions in Å, forces in eV/Å.

LUMO energy: -0.25 eV
frontier orbital gap: 8.50 eV
structure (SMILES): O=CONC=S
energy above the lowest of the compared OMol25 structures with the same formula, charge and spin: 4.749 eV
calculated total energy: -18538.70375 eV

***

Record 3
Entry from the OMol25 dataset: a 3-piece molecular cluster, C4H10O2 overall at a distorted geometry (wB97M-V/def2-TZVPD).

Geometry as XYZ:
```
16
Properties=species:S:1:pos:R:3:forces:R:3:lowdin_charge:R:1
H 0.0621 1.0352 2.7939 0.127 0.017 0.066 0.074
H -1.9801 -0.9192 -1.2635 0.036 0.496 0.282 0.063
H 0.4526 1.5811 -1.2134 -0.282 -0.189 0.917 0.096
C -1.0599 -0.8546 -0.6767 1.995 0.536 -1.333 -0.074
O 1.4387 -0.1629 -1.4373 1.269 -1.178 0.709 -0.054
H -0.3239 0.4668 -2.3228 0.209 -0.143 -0.581 0.073
H 1.2536 -1.0762 -1.1292 0.208 0.677 -0.676 0.076
C 0.4684 1.3464 1.8268 -0.282 -0.238 -0.054 -0.162
C 0.3001 0.5333 -1.4397 -3.156 -1.802 -0.264 -0.125
C -0.5605 -1.9972 -0.1947 -0.166 0.760 0.168 -0.076
H -0.9622 0.6178 0.6536 0.881 1.731 0.430 0.042
H 0.3922 -2.0315 0.3380 0.042 -0.011 -0.110 0.056
H 0.9853 2.2992 1.9556 -0.084 -0.073 -0.078 0.080
H 1.1891 0.5926 1.4876 0.067 0.079 0.049 0.071
H -1.0847 -2.9515 -0.2562 -0.046 0.261 0.105 0.057
O -0.5708 1.5208 0.8779 -0.819 -0.922 0.370 -0.196
```
Positions in Å, forces in eV/Å.

LUMO energy: 0.53 eV
frontier orbital gap: 9.71 eV
energy above the lowest of the compared OMol25 structures with the same formula, charge and spin: 4.881 eV
calculated total energy: -8400.66596 eV

***

Record 4
Entry from the OMol25 dataset: a 3-piece molecular cluster, C5H13NO2 overall (wB97M-V/def2-TZVPD).

Geometry as XYZ:
```
21
Properties=species:S:1:pos:R:3:forces:R:3:lowdin_charge:R:1
C -0.5699 0.5351 1.6423 0.162 -0.040 -0.101 0.048
H 0.0777 1.2089 2.1856 -0.069 0.054 0.091 0.069
H 0.0775 -2.6579 0.3022 -0.019 -0.055 -0.010 0.080
H -0.8870 -2.9023 -1.1690 -0.016 -0.025 0.051 0.071
H -1.8587 1.9424 0.1965 -0.048 0.006 0.018 -0.012
H -1.4630 0.1609 2.1202 -0.039 0.004 0.059 0.068
H 0.3839 2.4797 -0.2621 -0.019 -0.039 0.011 0.080
H -3.1124 2.7274 -0.2154 0.018 0.001 -0.005 0.038
C -0.2479 -2.2015 -0.6325 -0.100 0.142 0.010 -0.091
C 1.1597 1.7281 -0.4261 0.095 0.178 -0.123 0.020
C -0.2122 0.0945 0.4355 -0.123 -0.003 0.096 -0.410
H 2.1017 2.0571 -0.8586 0.000 -0.046 0.029 0.083
C -1.0041 -0.8978 -0.3634 0.082 -0.044 -0.198 -0.205
O 3.2274 -1.4504 -0.3076 0.220 -0.035 0.501 -0.092
O -2.1975 2.5640 -0.4629 0.033 -0.012 0.005 -0.066
H -1.2766 -0.4254 -1.3136 0.017 -0.038 0.014 0.119
H 0.6324 -2.0219 -1.2388 0.165 -0.002 -0.050 0.060
H 3.5718 -1.5658 0.5945 -0.229 0.094 -0.539 0.037
H 2.5270 -0.7781 -0.2342 0.004 -0.067 0.017 -0.024
N 1.0017 0.5058 -0.1573 -0.020 -0.065 0.022 0.022
H -1.9314 -1.1028 0.1646 -0.115 -0.007 0.099 0.107
```
Positions in Å, forces in eV/Å.

LUMO energy: 0.74 eV
frontier orbital gap: 10.34 eV
structure (SMILES): C=NC(=C)CC.O.O
energy above the lowest of the compared OMol25 structures with the same formula, charge and spin: 1.864 eV
calculated total energy: -10980.01544 eV

***

Record 5
Entry from the OMol25 dataset: one molecule with the formula C6H13OP at a distorted geometry (wB97M-V/def2-TZVPD).

Geometry as XYZ:
```
21
Properties=species:S:1:pos:R:3:forces:R:3:lowdin_charge:R:1
H 3.2721 -0.2188 -1.3328 -0.125 0.329 0.567 0.072
H -1.1899 -1.7140 1.3088 0.323 -0.278 0.950 0.078
H 1.1253 1.3187 1.4110 0.787 0.412 0.158 0.023
H -1.5509 -0.1891 -2.0295 0.426 0.410 -0.524 0.096
C 0.1144 1.3512 1.0688 -0.527 -4.384 3.047 -0.169
H -2.8296 -0.1307 1.3140 0.017 0.168 0.592 0.106
H -1.0891 -2.0776 -0.3825 -0.852 0.823 0.414 0.109
C -1.3868 0.5885 -1.2725 1.520 0.168 -0.609 -0.319
H -0.4515 0.8621 1.9910 0.960 1.192 -1.534 0.105
H -3.4682 -1.1641 0.1197 0.008 0.367 -0.759 0.120
H 2.7476 0.8585 -0.0056 -0.132 1.834 -0.165 0.021
H 3.6226 -0.4545 0.4022 -0.294 -0.686 -0.226 0.066
C 2.8420 -0.1409 -0.3111 0.875 -0.701 -0.369 -0.223
P 0.0078 -0.0333 -0.0857 -0.389 -0.396 -0.571 0.880
C 1.5256 -0.8187 -0.1865 -1.426 2.072 0.828 -0.373
H -1.2323 1.6066 -1.6204 0.341 -0.196 -0.657 0.097
C -2.6174 -0.5004 0.3251 -0.455 -0.219 0.235 -0.248
O -2.5100 0.6770 -0.4963 -1.340 -0.714 1.243 -0.182
C -1.3199 -1.2576 0.3587 1.563 -0.301 -0.766 -0.265
H 1.4332 -1.7401 -0.6293 -0.199 -2.331 -0.884 -0.007
H -0.2657 2.2891 0.9610 -1.081 2.432 -0.969 0.013
```
Positions in Å, forces in eV/Å.

LUMO energy: 0.84 eV
frontier orbital gap: 7.73 eV
structure (SMILES): CC=[P@]1(C)CCOC1
energy above the lowest of the compared OMol25 structures with the same formula, charge and spin: 2.465 eV
calculated total energy: -17765.98780 eV

***

So what do the calculations give for highest occupied orbital energy? Going down the list: -4.87, -8.75, -9.17, -9.60, -6.89 eV.